Entry 1:
One molecule with the formula C3H6N2O, computed with ωB97M-V/def2-TZVPD.

Values from the calculation:
* LUMO level: 0.54 eV
* orbital gap: 10.4 eV
* ΔE to the lowest compared entry with this formula, charge and spin: 21.9 kcal/mol
* HOMO energy: -9.9 eV

Last column: natural (NBO) charge in e.
Element x y z (Å)
N1 -1.783 0.660 -1.014  -0.818
C1 -1.428 -0.594 -0.618  0.610
O1 -1.885 -1.637 -1.049  -0.585
C2 -0.264 -0.620 0.337  0.028
C3 1.792 0.319 0.905  -0.439
N2 0.434 0.428 0.439  -0.389
H1 -2.220 0.741 -1.919  0.399
H2 -1.132 1.389 -0.742  0.413
H3 0.013 -1.611 0.726  0.175
H4 2.395 0.400 -0.008  0.216
H5 2.029 -0.635 1.396  0.180
H6 2.049 1.162 1.548  0.210



Entry 2:
C29H32BrCoN4PS as an isolated structure, computed with ωB97M-V/def2-TZVPD.

Values from the calculation:
* LUMO level (spin up / spin down): -0.19 / 0.22 eV
* orbital gap (spin up / spin down): 6.8 / 8.0 eV
* ΔE to the lowest compared entry with this formula, charge and spin: 38.9 kcal/mol
* HOMO energy (spin up / spin down): -7.0 / -7.8 eV
* multiplicity: 2

Last column: natural (NBO) charge in e.
Element x y z (Å)
Co1 -0.335 -0.449 0.851  1.015
N1 1.828 -0.452 0.089  -0.864
C1 2.517 0.802 0.098  0.244
C2 3.895 0.867 0.250  -0.254
C3 4.536 2.095 0.304  -0.181
C4 3.802 3.267 0.200  -0.218
C5 2.425 3.209 0.051  -0.170
C6 1.770 1.983 0.001  -0.396
P1 -0.037 1.760 -0.012  0.931
C7 -0.412 1.384 -1.762  -0.376
C8 0.557 1.102 -2.720  -0.230
C9 0.181 0.688 -3.992  -0.212
C10 -1.160 0.550 -4.312  -0.202
C11 -2.134 0.839 -3.362  -0.221
C12 -1.763 1.249 -2.095  -0.125
C13 -0.682 3.455 0.182  -0.371
C14 -1.099 3.851 1.451  -0.178
C15 -1.564 5.140 1.664  -0.206
C16 -1.625 6.038 0.608  -0.188
C17 -1.220 5.644 -0.661  -0.230
C18 -0.750 4.358 -0.877  -0.137
H1 2.432 -1.187 0.433  0.396
H2 1.503 -0.723 -0.838  0.406
H3 4.471 -0.048 0.336  0.213
H4 5.611 2.134 0.420  0.222
H5 4.298 4.228 0.247  0.222
H6 1.846 4.122 -0.004  0.230
H7 1.608 1.224 -2.481  0.218
H8 0.940 0.481 -4.736  0.217
H9 -1.448 0.214 -5.300  0.218
H10 -3.183 0.726 -3.604  0.227
H11 -2.521 1.462 -1.349  0.227
H12 -1.065 3.139 2.268  0.235
H13 -1.888 5.441 2.651  0.223
H14 -1.995 7.041 0.770  0.219
H15 -1.273 6.343 -1.486  0.219
H16 -0.436 4.056 -1.868  0.215
S1 -4.925 -0.868 0.209  -0.214
C19 -3.339 -0.747 0.361  0.172
N2 -2.165 -0.680 0.429  -0.731
Br1 0.371 -0.490 7.507  0.014
C20 0.163 -0.502 5.608  -0.102
C21 -0.471 -1.569 5.000  -0.237
C22 -0.611 -1.564 3.616  -0.276
C23 -0.132 -0.520 2.825  -0.350
C24 0.495 0.537 3.487  -0.281
C25 0.650 0.560 4.868  -0.242
H17 -0.857 -2.390 5.589  0.217
H18 -1.128 -2.405 3.163  0.186
H19 0.893 1.374 2.918  0.184
H20 1.139 1.392 5.357  0.215
C26 -0.547 -4.412 -2.997  -0.610
C27 -0.404 -4.400 -1.478  0.097
C28 -1.705 -4.891 -0.831  -0.642
C29 0.766 -5.291 -1.058  -0.622
N3 -0.084 -3.003 -1.124  -0.485
N4 -0.083 -2.702 0.267  -0.672
H21 -0.692 -5.432 -3.354  0.217
H22 0.348 -4.002 -3.466  0.218
H23 -1.408 -3.816 -3.309  0.213
H24 -1.991 -5.857 -1.249  0.223
H25 -2.518 -4.184 -1.016  0.225
H26 -1.593 -5.022 0.247  0.205
H27 0.631 -6.301 -1.446  0.219
H28 0.842 -5.362 0.029  0.203
H29 1.701 -4.889 -1.452  0.216
H30 -0.779 -2.392 -1.541  0.365
H31 0.721 -3.149 0.689  0.368
H32 -0.915 -3.056 0.737  0.370



Entry 3:
A 4-piece molecular cluster, C15H40N4O7 overall, computed with ωB97M-V/def2-TZVPD.

Values from the calculation:
* LUMO level (spin up / spin down): 2.53 / 2.51 eV
* charge: -1
* orbital gap (spin up / spin down): 1.6 / 8.9 eV
* HOMO energy (spin up / spin down): 0.9 / -6.4 eV
* multiplicity: 2

Last column: natural (NBO) charge in e.
Element x y z (Å)
C1 -29.826 13.248 29.981  0.696
O1 -29.595 12.736 31.029  -0.718
N1 -30.961 13.532 29.477  -0.878
N2 -28.967 13.872 29.216  -0.844
H1 -31.040 13.768 28.498  0.393
H2 -31.807 13.247 29.949  0.395
H3 -28.034 13.893 29.603  0.388
H4 -29.304 14.581 28.580  0.413
C2 -25.331 14.906 29.552  -0.251
O2 -26.376 15.575 28.796  -0.586
C3 -26.751 16.935 29.109  -0.081
C4 -27.888 17.336 28.259  -0.279
N3 -27.669 17.118 26.818  -0.629
C5 -28.822 17.242 25.971  -0.275
C6 -29.544 15.870 25.686  -0.134
O3 -30.096 15.397 26.907  -0.608
C7 -31.083 16.227 27.518  -0.730
H5 -25.080 13.906 29.196  0.194
H6 -25.624 14.797 30.596  0.178
H7 -24.498 15.607 29.499  0.169
H8 -26.010 17.689 28.842  0.166
H9 -27.125 17.055 30.126  0.174
H10 -28.007 18.363 28.602  0.186
H11 -28.779 16.892 28.704  0.167
H12 -27.486 16.125 26.813  0.361
H13 -28.340 17.554 25.044  0.187
H14 -29.498 18.040 26.278  0.194
H15 -28.824 15.184 25.241  0.183
H16 -30.250 16.053 24.877  0.171
H17 -30.679 17.223 27.697  0.165
H18 -31.412 15.709 28.419  0.186
H19 -31.976 16.181 26.895  0.168
C8 -27.107 14.329 32.747  -0.257
O4 -26.121 13.326 32.856  -0.550
C9 -26.499 11.977 32.623  -0.094
C10 -25.940 10.895 33.614  -0.224
N4 -26.641 9.611 33.661  -0.641
C11 -25.992 8.426 34.283  -0.236
C12 -26.946 7.233 34.151  -0.071
O5 -27.123 6.706 32.849  -0.534
C13 -27.530 5.361 32.938  -0.259
H20 -26.562 15.195 33.124  0.178
H21 -27.926 14.162 33.446  0.178
H22 -27.522 14.531 31.760  0.172
H23 -26.176 11.658 31.632  0.155
H24 -27.524 11.806 32.293  0.215
H25 -25.912 11.243 34.647  0.189
H26 -24.941 10.699 33.227  0.155
H27 -27.066 9.311 32.796  0.373
H28 -25.589 8.412 35.296  0.199
H29 -25.073 8.144 33.769  0.161
H30 -27.879 7.530 34.630  0.178
H31 -26.628 6.453 34.843  0.159
H32 -26.810 4.575 33.165  0.165
H33 -27.923 4.965 32.001  0.189
H34 -28.399 5.269 33.589  0.168
C14 -32.684 9.747 32.876  -0.093
C15 -32.952 10.560 31.684  -0.141
O6 -32.258 11.819 31.819  -0.772
O7 -31.309 9.519 32.961  -0.731
H35 -33.098 8.741 32.939  0.173
H36 -33.020 10.143 33.834  0.159
H37 -34.035 10.598 31.561  0.169
H38 -32.655 10.057 30.764  0.175
H39 -31.409 11.838 31.372  0.500
H40 -30.860 10.365 32.901  0.476



Entry 4:
A 15-piece molecular cluster, C3H37N3O15 overall, computed with ωB97M-V/def2-TZVPD.

Values from the calculation:
* LUMO level: 0.23 eV
* orbital gap: 10.0 eV
* ΔE to the lowest compared entry with this formula, charge and spin: 0.0 kcal/mol
* HOMO energy: -9.7 eV

Last column: natural (NBO) charge in e.
Element x y z (Å)
C1 0.703 -0.339 1.356  -0.248
N1 -0.110 0.882 1.356  -0.662
C2 -1.499 0.843 1.272  0.822
N2 -2.211 -0.271 1.722  -0.903
O1 -2.117 1.861 0.951  -0.742
C3 2.169 0.038 1.508  -0.236
N3 2.750 0.457 0.193  -0.885
H1 0.554 -0.913 0.444  0.207
H2 0.366 -1.104 2.186  0.221
H3 0.331 1.683 0.982  0.428
H4 -3.262 -0.291 1.510  0.455
H5 -1.833 -1.164 1.515  0.411
H6 2.311 0.715 2.309  0.187
H7 2.770 -0.839 1.812  0.203
H8 3.681 0.992 0.278  0.419
H9 2.128 1.130 -0.266  0.372
H10 2.878 3.166 -0.003  0.503
H11 3.979 3.908 0.848  0.472
O2 3.822 3.125 0.291  -1.003
H12 -2.065 1.799 -0.831  0.497
H13 -2.040 0.454 -1.590  0.513
O3 -1.962 1.449 -1.717  -1.006
H14 -0.723 -2.943 1.558  0.506
H15 -0.192 -3.068 0.099  0.516
O4 -0.965 -2.766 0.669  -1.040
H16 0.487 3.642 -0.092  0.518
H17 0.997 2.723 -1.210  0.500
O5 1.210 3.034 -0.351  -1.028
H18 -1.705 -1.666 -0.445  0.509
H19 -1.689 -1.621 -2.021  0.523
O6 -2.076 -1.176 -1.181  -1.052
H20 1.575 -0.226 -4.364  0.486
H21 1.004 0.493 -3.205  0.510
O7 1.278 -0.365 -3.474  -0.975
H22 -1.893 -0.410 3.906  0.503
H23 -0.466 0.070 3.807  0.489
O8 -1.020 -0.547 4.275  -0.935
H24 1.693 -2.671 -1.314  0.511
H25 1.445 -4.218 -1.189  0.494
O9 1.008 -3.343 -1.062  -1.017
H26 0.097 -1.644 -3.245  0.490
H27 -0.037 -2.795 -2.389  0.488
O10 -0.531 -2.307 -3.003  -0.969
H28 -1.482 3.436 0.847  0.508
H29 -1.570 4.762 0.163  0.470
O11 -0.967 4.258 0.624  -0.980
H30 2.382 -1.175 -2.383  0.492
H31 2.932 -0.936 -0.963  0.511
O12 2.831 -1.647 -1.681  -1.009
H32 -0.541 1.723 -2.336  0.514
H33 0.138 2.691 -3.392  0.493
O13 0.335 2.013 -2.675  -1.020
H34 -0.724 -3.633 3.780  0.478
H35 -0.618 -2.052 3.765  0.509
O14 -0.353 -2.945 3.260  -1.015
H36 -3.686 -1.073 -0.470  0.499
H37 -5.058 -0.309 -0.460  0.480
O15 -4.460 -0.892 0.026  -0.984



How do the records compare in F_max? In the order shown, they have 0.506 1.580 7.170 3.238 eV Å⁻¹.
How do the records compare in calculated total energy? In the order shown, they have -8235.748 -164345.490 -36490.368 -38898.217 eV.